# 1
72
Properties=species:S:1:pos:R:3 method="wB97M-V/def2-TZVPD" e_lumo_ev=2.22 homo_lumo_gap_ev=4.51 e_above_lowest_ev=5.039 total_charge=-1
H 0.038 -2.930 -0.322
H -2.672 -3.370 -3.442
S -3.951 -1.060 2.735
S -2.693 0.302 -2.184
N -1.296 -0.811 1.965
H -2.014 -1.700 -3.219
C 0.152 3.710 -0.941
H 3.068 -3.724 -4.024
C 0.896 -0.709 -2.639
H -0.939 -3.052 -3.784
H -3.009 -1.838 -1.098
H 3.057 4.982 -1.899
C 3.214 3.793 0.414
C 0.900 -1.350 2.704
C 1.052 3.356 1.244
H 2.070 3.744 -2.704
H 3.368 -3.259 5.006
N -2.087 -0.116 1.063
H -3.446 -3.601 -1.160
C 0.428 -2.340 3.587
C 2.467 -2.901 -3.655
H -5.610 1.347 2.325
Sr -0.354 1.322 -1.208
H 2.604 -0.330 1.973
H 3.331 -1.441 -4.969
C -0.302 -2.317 -1.161
C -2.683 -2.872 -0.889
C -1.795 -2.783 -3.172
H 0.149 3.780 1.689
H -6.769 0.668 1.162
H -1.231 -4.080 -1.698
N 0.683 2.723 -0.010
N 1.108 4.797 -1.169
C 2.683 -2.723 4.359
H 3.618 3.030 1.084
H 1.603 1.780 -1.668
H -0.805 4.094 -0.583
H -2.393 -2.983 0.156
H -6.057 -1.609 1.698
C 1.473 5.384 0.124
S -4.558 0.535 0.265
H -0.001 3.243 -1.919
C -3.328 -0.184 1.311
C -5.793 0.527 1.627
C 2.614 -1.620 -4.174
C 3.161 -1.747 3.493
O -0.867 -2.670 3.679
H -6.256 -0.821 3.279
C 2.318 4.194 -1.738
H 2.202 6.179 -0.055
C 1.872 2.141 -0.665
N 2.893 3.169 -0.872
H 0.945 -3.776 5.073
H -1.355 -2.035 3.072
C 1.541 -3.098 -2.644
H 3.975 4.561 0.249
C -0.006 -0.589 1.782
H 0.579 5.820 0.579
H 2.044 0.412 -4.093
N 2.045 4.406 1.040
H 1.441 2.571 1.895
H 2.231 1.287 -0.085
N -1.482 -3.096 -1.745
C -5.699 -0.804 2.341
C 1.863 -0.571 -3.657
H -0.745 -1.392 -0.797
C 0.769 -2.033 -2.176
H 1.422 -4.092 -2.214
C 2.264 -1.080 2.677
O 0.502 0.182 0.926
H 4.218 -1.517 3.451
C 1.334 -3.019 4.405

***

# 2
75
Properties=species:S:1:pos:R:3 method="wB97M-V/def2-TZVPD" spin_multiplicity=5 e_lumo_ev="-6.63 / -8.70" homo_lumo_gap_ev="7.03 / 4.93" s_squared=6.05 e_above_lowest_ev=1.092 total_charge=+2
Te 1.443 0.527 4.161
C -1.503 2.212 1.405
Se -1.692 -2.568 -2.376
H 4.342 3.770 4.975
C 1.819 -2.250 0.516
S -1.563 0.502 -5.931
C -1.253 0.872 -4.302
H 2.257 -0.540 -2.991
N 1.325 -1.275 -0.188
H -1.269 2.124 7.631
C 0.024 0.811 -6.705
H 3.449 1.520 0.741
C 0.943 -0.045 9.049
N -2.175 0.847 -2.261
H -1.573 0.476 7.092
O 0.677 -0.315 0.410
C 3.466 2.472 1.275
C 0.668 -2.030 -3.137
C -3.219 1.025 -1.501
N -1.720 1.691 0.214
C 3.904 3.843 3.977
H 2.511 -0.648 6.250
H 6.218 1.071 2.173
H 0.308 -0.933 9.034
N -2.394 0.690 -3.551
H -5.079 1.383 0.407
C -0.899 1.328 6.981
C -3.825 2.144 1.993
C 0.329 -3.352 -3.631
H 4.353 4.710 3.488
S 0.185 1.475 -3.678
H -2.286 2.908 3.282
C -2.525 2.462 2.326
C 1.971 -1.503 -3.391
H 0.272 1.869 -6.648
C 2.840 -2.257 -4.106
C 6.041 1.939 2.811
H 1.948 2.856 6.408
H 0.854 -1.219 6.016
H -0.980 1.684 5.950
H -0.093 0.516 -7.745
H 0.605 0.590 9.870
C -3.001 1.420 -0.128
H -0.476 2.447 1.650
C 1.853 -2.193 1.948
H 3.001 2.106 7.613
H 0.798 0.210 -6.228
C -4.074 1.619 0.730
H 2.838 4.054 4.098
H 4.091 3.167 0.708
H 2.459 2.891 1.305
H 1.014 -5.092 -4.733
N 1.856 -1.956 3.075
H 6.511 1.745 3.777
N 2.842 -4.210 -0.816
H 1.962 -0.364 9.275
Pd -0.182 0.604 -1.439
C 2.385 -3.343 -0.217
H 3.250 -4.112 -5.160
C 3.520 0.829 3.965
H 3.862 0.936 4.998
H -4.214 0.971 -1.933
C 1.483 -0.327 6.077
H -4.637 2.317 2.686
N -0.296 -1.437 -2.453
C 1.287 -4.106 -4.384
C 1.964 2.369 7.389
H 1.652 3.113 8.123
H 3.837 -1.879 -4.297
C 2.501 -3.561 -4.609
H 3.914 -0.121 3.591
N -0.875 -3.793 -3.332
Si 0.855 0.866 7.437
Si 4.225 2.299 2.983
H 6.554 2.792 2.363

***

# 3
74
Properties=species:S:1:pos:R:3 method="wB97M-V/def2-TZVPD" e_lumo_ev=-2.72 homo_lumo_gap_ev=8.45 total_charge=+1
C -0.765 -0.698 2.631
C -2.075 6.524 -1.934
H -7.449 0.774 -0.740
H 2.884 0.664 1.583
H -0.251 -1.580 -0.923
H -1.209 7.121 -1.693
C -4.551 2.266 -1.624
H -1.181 -1.429 3.332
C -2.692 -1.130 1.145
H 3.776 -1.807 -1.777
H -5.162 4.386 -2.794
O 2.246 2.909 0.775
H 4.471 -0.500 0.023
C -4.128 6.218 -3.136
H 1.630 0.268 -1.962
H 1.178 0.044 3.177
C 3.050 -1.742 -0.956
H -2.607 -0.748 -2.318
C -6.600 0.739 -2.708
C -4.524 1.917 -2.971
H 1.228 -1.540 0.733
O 0.146 3.696 0.173
H -2.890 7.957 -3.295
C -3.333 4.495 -1.662
C -3.021 6.992 -2.832
H -7.405 0.160 -3.132
H -2.956 -2.133 1.495
C -2.196 -1.235 -1.430
C -0.160 -0.652 -2.621
H 1.866 -0.770 -3.375
O 0.914 1.636 -0.630
N -1.244 -0.943 1.271
H -3.179 -0.402 1.794
N -3.456 3.116 0.404
Al -0.360 0.537 0.199
H -1.479 4.909 -0.667
H -5.543 0.907 -4.561
C -2.228 5.280 -1.350
C -2.156 2.277 -1.281
O -2.482 1.877 2.088
C -2.591 2.237 0.935
C -3.421 3.115 -1.046
C -5.603 1.840 -0.825
H -0.837 -1.835 0.999
Cl 0.929 2.611 0.483
O -1.591 2.050 -2.324
H -2.205 -2.315 -1.612
H 1.135 -1.723 3.014
C -3.170 -0.901 -0.294
H -0.471 -1.492 -3.254
C -5.550 1.159 -3.510
H 3.166 -2.641 -0.342
O 0.348 1.839 1.559
N 1.677 -1.761 -1.473
H 3.185 0.397 -0.746
H -3.706 2.250 -3.592
H -4.021 3.735 0.959
H 3.180 -1.045 1.932
N 1.261 -0.629 1.197
C -6.626 1.080 -1.368
C 0.771 -0.779 2.588
C -4.291 4.975 -2.547
C 3.393 -0.488 -0.148
C 2.715 -0.351 1.218
H -5.631 2.111 0.218
H -3.481 0.133 -0.397
H -4.063 -1.506 -0.466
N -0.789 -0.790 -1.293
H -4.866 6.579 -3.839
C 1.351 -0.680 -2.410
N -1.813 1.705 -0.091
H -1.086 0.309 2.907
H 1.559 -2.647 -1.963
H -0.468 0.295 -3.066

***

# 4
69
Properties=species:S:1:pos:R:3 method="wB97M-V/def2-TZVPD" spin_multiplicity=3 e_lumo_ev="-8.18 / -12.25" homo_lumo_gap_ev="8.70 / 5.91" s_squared=2.01 e_above_lowest_ev=0.000 total_charge=+3
H 0.809 -1.499 -2.962
H 1.798 -1.786 2.330
H 2.434 3.293 -2.166
C -2.750 -0.913 -0.117
H -2.741 -4.660 0.588
H -2.357 1.469 3.229
H -0.507 2.235 1.502
H 4.264 3.858 -0.548
H 0.556 -0.677 -5.295
C -2.724 0.555 -0.486
N 0.126 -0.571 2.369
C 1.068 -1.539 4.332
H 4.566 -1.419 1.412
C 4.108 1.457 1.959
H 5.203 -2.774 0.474
C -0.550 1.407 -2.302
H 5.229 1.693 3.745
Au 0.299 -0.439 0.107
C -1.502 1.822 1.333
C 0.235 -0.063 -4.465
C -1.603 -2.875 0.306
C -0.733 1.934 -3.565
H -0.642 -3.354 0.444
H -0.044 2.644 -0.614
H -2.717 0.196 2.115
C 4.400 3.078 -1.296
O 3.464 -0.159 -0.809
C -0.839 -0.110 4.479
C -0.325 1.187 -4.666
P 2.403 0.591 0.066
H 2.935 -2.132 -0.378
H -1.646 2.965 -1.298
C 0.379 -0.527 -3.167
C 4.912 -1.724 0.423
H -2.204 2.671 1.334
H 1.825 -2.172 4.775
C -3.980 -2.931 0.221
H 4.918 1.092 1.329
H 3.943 2.517 1.771
H -4.890 -1.019 -0.160
C 3.841 -1.567 -0.624
N -1.548 1.317 -0.042
H -0.455 1.578 -5.666
C -3.965 -1.566 -0.029
H 5.800 -1.151 0.158
C -0.924 2.174 -1.057
H 0.089 -1.031 6.179
C -2.776 -3.598 0.390
H 4.904 3.524 -2.155
H 4.508 0.093 3.575
H 3.192 1.711 -2.466
H -1.599 0.396 5.059
C 3.079 2.523 -1.750
O 2.295 1.999 -0.601
O 2.864 0.756 1.544
H -3.602 1.051 -0.060
N -1.587 -1.558 0.048
N -0.003 0.197 -2.114
H -4.920 -3.463 0.287
H -1.188 2.908 -3.694
C -1.912 0.857 2.445
C 4.339 1.158 3.413
C -0.819 0.038 3.098
H -2.784 0.646 -1.571
C 0.105 -0.908 5.104
C 1.050 -1.334 2.970
H 5.049 2.295 -0.903
H 4.186 -1.880 -1.605
H 3.498 1.489 4.020

***

What energy values result from the calculations? In sequence: -2732.00462; -5658.32160; -2456.00049; -1894.52086 Eh.